No. 1
Computed, not measured: a structure of composition C11H14LaN2OP, with ωB97M-V/def2-TZVPD.

```
30
Properties=species:S:1:pos:R:3:forces:R:3
C -1.763861 3.400997 -1.569872 -1.42 -2.13 -0.01
C -2.372798 4.215881 -2.554383 -0.31 -0.61 0.15
C -3.470684 3.509161 -3.131787 0.79 -0.38 0.90
C -3.566343 2.224636 -2.515377 0.53 0.58 0.27
C -2.540690 2.096577 -1.550343 1.02 2.16 -0.03
La -0.132314 1.590133 1.063037 -1.42 2.86 -0.75
P 0.553191 -0.190316 3.185158 0.28 -0.77 1.52
H -0.896830 3.656237 -0.940941 -0.12 0.04 -0.23
H -2.059363 5.222643 -2.823670 -0.06 -0.25 0.07
H -4.128780 3.887161 -3.909099 0.17 -0.08 0.14
H -2.333342 1.228220 -0.907803 -0.12 0.18 -0.38
H -4.310872 1.466905 -2.745426 0.17 0.14 0.03
H -0.510100 -0.883561 3.850918 0.28 0.17 -0.19
H 1.005852 0.484605 4.368526 -0.23 -0.19 -0.25
H 1.481716 -1.258255 3.304266 -0.14 0.25 -0.36
N 3.869346 -3.292730 0.974336 -0.01 -0.16 -0.04
C 2.518469 -3.368542 1.223702 -0.32 0.28 0.05
O 2.040666 -4.195518 1.992504 0.30 0.41 -0.59
C 1.668903 -2.308742 0.568593 1.69 0.32 0.56
C 2.183186 -1.057155 0.260270 0.16 -0.60 0.10
C 1.300143 -0.034044 -0.098618 0.69 0.27 0.57
N -0.078232 -0.259665 -0.014402 -0.68 -0.85 -1.09
C -0.543011 -1.558641 -0.018925 0.76 -0.91 0.55
C 0.294304 -2.566517 0.375781 -2.00 0.06 -0.42
H 4.415366 -4.081596 1.287055 -0.06 0.10 0.05
H 4.218270 -2.802858 0.162612 -0.22 -0.17 0.15
H 3.244408 -0.826747 0.373595 -0.27 -0.15 -0.18
H 1.623085 0.929781 -0.552628 0.21 -0.68 -0.36
H -1.600675 -1.666131 -0.232568 0.11 -0.19 0.05
H -0.109010 -3.561921 0.575490 0.25 0.27 -0.29
```
Positions in Å, forces in eV/Å.

Summary:
largest force on an atom: 3.28 eV/A
LUMO energy (spin up / spin down): -0.0580 / -0.0565 hartree
HOMO (spin up / spin down): -5.846 / -5.822 eV
energy above the lowest of the compared OMol25 structures with the same formula, charge and spin: 0.00 kcal/mol
E_tot: -26803.65405 eV
Kohn-Sham gap (spin up / spin down): 4.3 / 4.3 eV

Löwdin population analysis, charges in e, atoms 1 to 4: atom 1 (C): -0.2393, atom 2 (C): -0.2083, atom 3 (C): -0.1763, atom 4 (C): -0.2034


No. 2
Computed, not measured: a structure of composition C16H14N3O4S6SbTc, with ωB97M-V/def2-TZVPD.

```
45
Properties=species:S:1:pos:R:3:forces:R:3
Tc -0.044069 -2.697895 -0.850803 3.44 -0.75 -0.06
C -0.151274 1.010850 1.557033 -0.15 0.11 0.01
C 0.217078 -0.360481 1.087806 -0.08 0.29 0.23
N -0.117252 -0.748514 -0.127407 0.35 -1.17 -0.19
N -0.753468 0.196601 -0.848456 -0.26 0.97 -0.57
C -1.100207 0.217960 -2.064804 0.07 0.06 0.57
S -0.983324 -1.066012 -3.407988 0.36 0.23 0.30
S -2.033655 1.483807 -2.767315 -0.34 0.51 -0.34
C -2.379768 2.581145 -1.348268 0.00 -0.29 -0.10
C -1.360773 3.671436 -1.196690 0.09 0.05 -0.03
C -1.782505 4.947474 -0.846116 -0.04 -0.15 0.01
C -0.866058 5.975069 -0.723619 0.03 0.16 0.04
C 0.476820 5.744570 -0.965356 0.04 0.01 0.04
C 0.903782 4.471992 -1.305820 0.03 -0.03 0.02
C -0.009249 3.438660 -1.414404 0.00 0.07 0.04
C 0.913152 -1.227700 2.004794 -0.09 -0.69 -0.15
C 1.604726 -0.667042 3.098048 0.15 -0.10 0.23
C 2.272000 -1.445751 4.014014 -0.06 0.30 -0.01
C 2.243249 -2.836087 3.907262 -0.17 -0.03 -0.33
C 1.564111 -3.425781 2.869163 -0.08 0.06 -0.15
C 0.917002 -2.649213 1.887864 0.55 0.79 0.53
O 0.375134 -3.304982 0.890373 -0.82 -0.53 -0.15
H -1.037032 1.354148 1.031075 0.10 0.07 0.08
H 0.648874 1.719348 1.346748 0.06 0.10 -0.02
H -0.352526 1.006993 2.623244 0.08 0.00 0.04
H -2.439274 1.927832 -0.477756 -0.08 0.03 0.00
H -3.367405 2.999188 -1.542369 0.01 -0.09 -0.04
H -2.831108 5.137015 -0.667996 -0.12 0.03 -0.02
H -1.204871 6.963066 -0.452313 -0.03 0.09 0.01
H 1.189259 6.551501 -0.891649 0.05 0.08 0.02
H 1.947575 4.282271 -1.498410 0.14 0.00 -0.01
H 0.336065 2.452321 -1.685245 0.04 -0.07 -0.05
H 1.656397 0.404292 3.201871 -0.04 0.11 0.02
H 2.815063 -0.984296 4.825163 0.02 0.09 -0.01
H 2.776156 -3.446231 4.619406 -0.01 -0.07 0.11
H 1.526465 -4.499122 2.755892 0.01 -0.05 -0.06
S 0.423857 -6.124806 0.012261 0.37 -0.93 0.15
Sb 1.468065 -8.353338 -0.701784 -0.23 0.98 -1.26
S 1.989233 -3.669286 -1.594021 -0.63 0.51 0.20
S 0.482084 -5.013924 -1.699561 -0.37 0.24 -0.08
S 1.734385 -8.008423 -2.899166 -0.06 -0.27 1.30
O -3.532807 -1.699318 -2.754941 1.90 -0.59 0.74
N -2.362012 -1.852696 -2.476974 -1.45 0.10 0.20
O -1.860650 -2.465786 -1.504550 -3.07 -0.14 -1.00
O 0.088752 -1.990853 -3.018238 0.27 -0.06 -0.26
```
Positions in Å, forces in eV/Å.

Summary:
largest force on an atom: 3.52 eV/A
LUMO energy (spin up / spin down): -0.1852 / -0.1853 hartree
HOMO (spin up / spin down): -11.144 / -11.142 eV
energy above the lowest of the compared OMol25 structures with the same formula, charge and spin: 15.09 kcal/mol
E_tot: -103216.13581 eV
net charge: +1
Kohn-Sham gap (spin up / spin down): 6.1 / 6.1 eV

Löwdin population analysis, charges in e, atoms 1 to 4: atom 1 (Tc): 1.0307, atom 2 (C): 0.0014, atom 3 (C): -0.1906, atom 4 (N): -0.0776


No. 3
Computed, not measured: an isolated molecule of C2H2N2O, with ωB97M-V/def2-TZVPD.

```
7
Properties=species:S:1:pos:R:3:forces:R:3
C -0.193134 0.212196 -0.992673 -1.31 0.07 0.23
N -1.222475 0.235757 -0.206974 -0.54 -1.23 -0.50
N -0.837101 -0.346511 1.040708 1.19 1.90 -0.52
C 0.422403 -0.383982 0.990966 1.16 -0.08 -2.38
O 0.936283 -0.248139 -0.499522 -0.97 0.90 2.93
H -0.325234 0.609209 -1.994475 0.57 -0.34 0.03
H 1.219259 -0.078530 1.661970 -0.09 -1.22 0.21
```
Positions in Å, forces in eV/Å.

Summary:
largest force on an atom: 3.21 eV/A
LUMO energy: 0.0193 hartree
HOMO: -10.459 eV
energy above the lowest of the compared OMol25 structures with the same formula, charge and spin: 51.33 kcal/mol
E_tot: -7131.61768 eV
SMILES: c1nnco1
Kohn-Sham gap: 11.0 eV

Löwdin population analysis, charges in e, atoms 1 to 4: atom 1 (C): -0.2847, atom 2 (N): 0.0351, atom 3 (N): 0.0514, atom 4 (C): -0.0667